ORCA calculation (ωB97M-V/def2-TZVPD) on one molecule with the formula C16H19N3O3.

Properties
E_HOMO   -0.3172 Ha
LUMO   -0.0045 hartree
Net charge   0
SMILES   Cc1cccn2c(=O)c(C(=O)NC3CCCCC3)c(O)nc12
Frontier orbital gap   8.51 eV

Cartesian coordinates (Å):
C1 1.941 -5.704 1.233
C2 0.909 -4.748 1.724
C3 0.021 -5.045 2.716
C4 -0.934 -4.092 3.129
C5 -0.964 -2.879 2.527
N1 -0.086 -2.562 1.535
C6 -0.187 -1.257 0.947
O1 -1.075 -0.516 1.360
C7 0.771 -0.984 -0.058
C8 0.820 0.315 -0.762
O2 1.677 0.535 -1.635
N2 -0.085 1.228 -0.408
C9 -0.180 2.533 -1.023
C10 -0.498 3.589 0.031
C11 -0.394 4.994 -0.575
C12 -0.792 4.999 -2.056
C13 -1.851 3.935 -2.324
C14 -1.262 2.536 -2.118
C15 1.711 -1.974 -0.413
O3 2.616 -1.770 -1.335
N3 1.730 -3.177 0.168
C16 0.865 -3.458 1.109
H1 2.928 -5.257 1.325
H2 1.784 -5.899 0.174
H3 1.904 -6.637 1.787
H4 0.044 -6.014 3.192
H5 -1.635 -4.323 3.914
H6 -1.661 -2.093 2.775
H7 -0.771 0.963 0.294
H8 0.800 2.737 -1.466
H9 -1.508 3.410 0.407
H10 0.189 3.492 0.873
H11 -1.042 5.670 -0.014
H12 0.628 5.364 -0.476
H13 -1.168 5.985 -2.334
H14 0.080 4.791 -2.679
H15 -2.692 4.095 -1.647
H16 -2.228 4.027 -3.344
H17 -2.055 1.841 -1.833
H18 -0.822 2.170 -3.047
H19 2.469 -0.820 -1.675